This record from the OMol25 dataset describes a 3-piece molecular cluster, C5H15NO3 overall at a distorted geometry. The level of theory is ωB97M-V/def2-TZVPD.

Last column: natural (NBO) charge in e.
Element x y z (Å)
O 0.06310 -1.79534 -2.14433  -0.782
C -0.37176 -0.83954 -1.40292  -0.002
C 0.62232 -0.03862 -0.59692  -0.188
C -0.05424 1.08202 0.20973  -0.422
C -0.85108 0.77387 1.50522  -0.397
C -0.70425 -0.71124 1.84724  -0.640
N 1.67300 0.55490 -1.45748  -0.915
H -1.43012 -0.58007 -1.42553  0.108
H 1.15588 -0.72156 0.07810  0.150
H -0.71684 1.65846 -0.44761  0.189
H 0.74561 1.80094 0.38404  0.208
H -0.62984 1.43216 2.34030  0.197
H -1.90657 0.89214 1.25998  0.166
H -0.94779 -1.43548 1.07984  0.236
H 0.17890 -0.83254 2.47868  0.208
H -1.42488 -1.01479 2.64059  0.177
H 2.53809 0.04438 -1.38950  0.345
H 1.32901 0.63448 -2.40211  0.371
H -2.91534 -2.20344 -0.07703  0.486
H -2.90054 -0.75639 0.69426  0.482
O -3.22447 -1.30329 -0.01797  -0.965
H 2.84277 1.55163 0.54140  0.495
H 2.87839 2.96760 1.24820  0.464
O 2.91480 2.02055 1.38895  -0.971

Forces on atoms 1 to 6 (eV/Å):
O -0.05 -0.30 0.03
C 0.81 0.04 -0.38
C -1.21 -0.20 -0.36
C 0.24 1.28 0.02
C -0.29 -1.50 -1.59
C -0.82 0.13 3.08

As for the expectation value of S²: 0.753. The calculation puts the total energy at -13059.110 eV. The multiplicity is 2. Its total charge is -1.